CH7NO | ωB97M-V/def2-TZVPD

Its energy above the lowest of the compared OMol25 structures with the same formula, charge and spin is 5.284 eV. Its HOMO energy is -9.739 eV. The calculation puts the orbital gap at 10.26 eV. Its lowest unoccupied orbital energy is 0.525 eV.

Atoms and positions in Å:
1 O 2.274 -0.554 1.087
2 N -0.571 0.803 -0.831
3 C -1.170 -0.373 0.010
4 H -0.110 -1.173 0.359
5 H -1.275 0.308 1.074
6 H 0.079 0.115 -1.765
7 H 1.438 0.018 0.676
8 H -2.082 -1.170 -0.505
9 H 2.843 0.437 1.105
10 H -1.426 1.589 -1.211

***

C2H6OS | ωB97M-V/def2-TZVPD

Its energy above the lowest of the compared OMol25 structures with the same formula, charge and spin is 2.175 eV. Its HOMO energy is -8.797 eV. The calculation puts the orbital gap at 9.30 eV. Its lowest unoccupied orbital energy is 0.506 eV.

Atoms and positions in Å:
1 S 1.091 0.097 0.472
2 O 2.083 0.269 -0.609
3 C 0.272 -1.455 -0.027
4 C -0.739 1.453 0.077
5 H -1.431 0.883 -0.587
6 H -0.659 -1.558 0.325
7 H -1.109 1.430 1.077
8 H -0.437 2.447 -0.093
9 H 0.783 -2.208 0.411
10 H 0.147 -1.358 -1.046

***

H12O6 | ωB97M-V/def2-TZVPD

Its energy above the lowest of the compared OMol25 structures with the same formula, charge and spin is 1.396 eV. Its HOMO energy is -11.128 eV. The calculation puts the orbital gap at 11.18 eV. Its lowest unoccupied orbital energy is 0.056 eV. The structure (SMILES) is O.O.O.O.O.O.

Atoms and positions in Å:
1 O 11.382 -21.844 -7.091
2 O 7.323 -21.695 -11.479
3 O 8.164 -23.900 -9.807
4 O 9.798 -19.326 -5.559
5 O 9.582 -21.634 -9.145
6 O 11.451 -21.808 -11.770
7 H 10.918 -22.510 -11.397
8 H 10.894 -21.414 -12.441
9 H 9.588 -20.865 -9.715
10 H 8.708 -24.687 -9.824
11 H 11.461 -22.790 -7.221
12 H 10.706 -21.750 -6.420
13 H 8.068 -21.789 -12.071
14 H 8.760 -23.202 -9.535
15 H 9.053 -19.104 -5.000
16 H 10.189 -21.414 -8.438
17 H 7.468 -22.357 -10.803
18 H 9.572 -20.178 -5.933

***

C23H46BBr3IN2O5P | ωB97M-V/def2-TZVPD

Its energy above the lowest of the compared OMol25 structures with the same formula, charge and spin is 0.000 eV. Its HOMO energy is -6.692 eV. The calculation puts the orbital gap at 5.70 eV. Its lowest unoccupied orbital energy is -0.989 eV.

Atoms and positions in Å:
1 I -7.324 -2.534 -0.551
2 Br -0.824 -0.949 1.405
3 Br -0.907 -0.338 -3.314
4 Br -5.408 0.340 0.505
5 P -2.357 -0.274 -1.592
6 O 3.343 -1.341 -1.860
7 O -2.094 -3.341 2.759
8 O -3.768 0.092 -2.337
9 O -3.381 -1.431 1.295
10 O -4.010 -2.028 -0.790
11 N 3.364 5.705 -0.809
12 N 1.310 -2.174 -1.346
13 C 0.045 -4.362 -1.282
14 C 1.103 -3.437 -0.648
15 C 4.206 5.953 1.415
16 C -1.276 -5.543 3.424
17 C 2.915 3.184 -0.261
18 C -2.323 -3.457 1.358
19 C 2.703 2.221 -2.634
20 C -2.590 -2.030 -0.856
21 C 4.832 5.349 -0.864
22 C -6.233 -2.258 2.400
23 C -7.627 -1.660 2.564
24 C -0.999 -3.753 -2.248
25 C -5.755 -2.564 0.954
26 C 3.307 6.625 0.394
27 C 5.339 5.343 0.580
28 C 2.986 6.475 -2.036
29 C 2.859 -1.124 0.392
30 C 3.526 2.298 -1.356
31 C 2.549 -1.558 -1.034
32 C 2.378 4.552 -0.653
33 C -2.368 -3.293 -1.706
34 C -2.308 -2.080 0.714
35 C -0.985 -4.076 3.196
36 B -4.568 -1.538 0.455
37 H -5.394 -3.586 0.942
38 H -0.113 -3.951 2.551
39 H 2.050 -3.971 -0.691
40 H -0.425 -4.996 -0.541
41 H 6.251 5.934 0.654
42 H -2.775 -4.123 -1.132
43 H 3.198 1.572 -3.353
44 H 1.666 4.873 0.106
45 H 4.979 4.427 -1.413
46 H 1.806 4.484 -1.575
47 H -3.285 -3.939 1.243
48 H -3.792 -0.408 -3.170
49 H -1.239 -4.588 -2.905
50 H 5.324 6.147 -1.418
51 H -1.636 -6.064 2.537
52 H 0.900 -3.333 0.420
53 H -1.577 -4.151 0.969
54 H -0.690 -3.655 4.155
55 H 3.602 3.253 0.586
56 H 0.585 -1.511 -1.068
57 H 4.549 2.596 -1.603
58 H -0.482 -3.052 -2.891
59 H -3.039 -3.188 -2.550
60 H 1.956 6.805 -1.931
61 H 2.282 -0.250 0.678
62 H -2.012 -5.708 4.202
63 H -8.418 -2.401 2.489
64 H 2.277 6.753 0.715
65 H 3.623 1.292 -0.945
66 H -6.239 -3.194 2.954
67 H 3.660 5.172 1.945
68 H 4.570 6.655 2.162
69 H 3.906 -0.852 0.445
70 H 2.676 -1.944 1.076
71 H 2.048 2.639 0.124
72 H 3.646 7.333 -2.136
73 H 1.715 1.806 -2.435
74 H -0.376 -6.064 3.740
75 H -7.687 -1.257 3.577
76 H 3.093 5.818 -2.897
77 H 3.715 7.588 0.085
78 H 5.586 4.340 0.920
79 H -5.512 -1.594 2.865
80 H -7.832 -0.839 1.891
81 H 0.611 -5.058 -1.898
82 H 2.584 3.198 -3.112

***

AsF6H26O13 | ωB97M-V/def2-TZVPD

Its energy above the lowest of the compared OMol25 structures with the same formula, charge and spin is 3.139 eV. Its HOMO energy is -9.368 eV. The calculation puts the orbital gap at 11.40 eV. The charge is -1. Its lowest unoccupied orbital energy is 2.030 eV.

Atoms and positions in Å:
1 As 0.808 -0.032 -0.255
2 F 2.003 -0.586 -1.489
3 F 1.453 1.610 -0.558
4 F 1.982 -0.264 1.081
5 F -0.435 0.660 0.838
6 F 0.105 -1.666 -0.025
7 F -0.325 0.228 -1.672
8 O 4.084 -5.390 -3.629
9 O 2.037 0.881 5.733
10 O 2.354 -4.772 4.435
11 O 5.292 4.799 1.059
12 O -6.109 -1.880 -3.589
13 O -5.140 -0.326 2.321
14 O 5.689 3.454 -3.144
15 O 1.645 0.078 -7.113
16 O 0.380 6.393 0.197
17 O -2.025 -5.770 3.293
18 O -2.403 3.412 5.785
19 O -5.640 -4.560 -0.242
20 O -2.420 4.166 -3.422
21 H 1.275 0.209 -6.240
22 H 6.025 3.887 -3.929
23 H 2.018 0.691 4.795
24 H -1.539 3.823 5.779
25 H -5.385 -1.593 -3.033
26 H 3.850 -4.474 -3.485
27 H -0.282 6.217 -0.472
28 H -3.205 4.043 -3.955
29 H -5.143 -3.859 0.179
30 H -1.778 -6.664 3.056
31 H -5.319 -5.363 0.169
32 H 2.236 1.816 5.784
33 H 4.834 4.039 0.702
34 H 4.667 -5.373 -4.388
35 H 5.247 2.672 -3.473
36 H -4.364 0.230 2.388
37 H 3.019 -4.889 3.756
38 H -2.272 3.313 -3.013
39 H -6.723 -2.299 -2.986
40 H 1.127 0.648 -7.681
41 H 0.984 5.654 0.137
42 H -2.238 2.510 6.062
43 H 5.375 5.399 0.318
44 H -5.485 -0.365 3.213
45 H 1.690 -5.433 4.236
46 H -1.951 -5.276 2.477

***

C34H51BrMgN2P2 | ωB97M-V/def2-TZVPD

Its energy above the lowest of the compared OMol25 structures with the same formula, charge and spin is 1.693 eV. Its HOMO energy (spin up / spin down) is -10.916 / -10.040 eV. The calculation puts the orbital gap (spin up / spin down) at 5.65 / 4.01 eV. The charge is +2. Its lowest unoccupied orbital energy (spin up / spin down) is -5.268 / -6.031 eV.

Atoms and positions in Å:
1 Br -0.703 -0.372 1.862
2 P 2.422 -1.235 0.070
3 P -2.612 -3.125 -2.225
4 Mg -2.542 2.291 -0.426
5 N 0.898 0.576 5.589
6 N -0.828 6.889 -6.083
7 C -2.635 -1.584 -3.218
8 C -0.019 -0.588 5.784
9 C -2.721 1.483 2.658
10 C -1.186 5.610 -6.262
11 C 3.313 -3.832 1.067
12 C -1.348 1.181 2.749
13 C -0.877 0.776 -1.217
14 C -3.342 2.101 3.770
15 C 0.134 -0.144 -0.907
16 C 2.868 -1.900 -1.554
17 C -0.850 -3.430 -1.761
18 C -0.992 6.451 -3.692
19 C 3.748 -0.191 0.631
20 C 2.504 -2.576 1.450
21 C 5.106 -0.850 0.768
22 C -0.322 -4.779 -2.219
23 C -4.793 -3.843 -0.661
24 C 0.621 2.562 -0.592
25 C -1.430 4.089 -2.816
26 C -1.316 5.063 -3.841
27 C -2.572 2.608 4.823
28 C -1.441 4.708 -5.214
29 C 3.368 -0.854 -2.562
30 C 1.383 0.224 -0.379
31 C -3.084 -1.771 -4.696
32 C 2.296 0.303 6.027
33 C -1.195 2.384 4.857
34 C 1.594 1.640 -0.189
35 C -0.755 7.287 -4.804
36 C -0.610 1.579 3.878
37 C -1.425 3.169 -1.949
38 C 0.800 1.114 4.144
39 C -3.606 -2.881 -0.731
40 C -0.577 2.170 -1.212
41 H -3.361 1.008 1.882
42 H -4.528 -4.844 -1.025
43 H 0.062 -0.946 6.820
44 H -2.259 -2.164 -5.317
45 H 0.751 -4.706 -2.395
46 H 3.189 -1.195 -3.592
47 H -1.688 3.690 -5.483
48 H 0.762 3.632 -0.506
49 H -5.666 -3.499 -1.226
50 H -1.612 -1.162 -3.171
51 H -0.798 -5.098 -3.149
52 H 3.616 -2.669 -1.348
53 H 2.285 0.002 7.081
54 H -0.291 -2.628 -2.243
55 H 3.816 0.632 -0.085
56 H -0.867 6.902 -2.715
57 H -4.431 2.163 3.836
58 H 1.502 1.951 4.074
59 H 2.844 0.111 -2.442
60 H -0.469 8.339 -4.688
61 H -3.902 -1.836 -0.720
62 H -0.055 -1.215 -0.982
63 H 0.562 1.306 6.231
64 H -5.124 -3.952 0.373
65 H 3.659 -4.367 1.954
66 H 4.446 -0.684 -2.437
67 H 3.360 0.189 1.593
68 H 2.875 1.228 5.928
69 H 2.730 -0.481 5.401
70 H 5.821 -0.059 1.030
71 H -0.468 -5.559 -1.470
72 H -0.806 -3.316 -0.688
73 H -2.999 3.142 5.676
74 H -0.545 2.832 5.640
75 H 0.259 -1.376 5.074
76 H -1.725 0.427 -1.796
77 H 5.419 -1.296 -0.188
78 H 1.501 -2.799 1.855
79 H 4.213 -3.581 0.483
80 H -1.252 5.295 -7.307
81 H -1.047 -0.258 5.589
82 H -3.339 -0.913 -2.683
83 H -3.392 -0.788 -5.101
84 H 1.145 0.309 3.488
85 H 1.981 -2.431 -1.931
86 H 3.024 -2.058 2.265
87 H -2.883 -3.065 0.070
88 H -3.943 -2.463 -4.752
89 H 5.109 -1.615 1.557
90 H 2.548 2.083 0.148
91 H 2.699 -4.519 0.477